Record 1
Molecular formula: H3OPS
Method: DFT, ωB97M-V/def2-TZVPD

Values from the calculation:
Energy relative to the best compared isomer or geometry (same formula, charge and spin)   33.2 kJ/mol
HOMO-LUMO gap   9.8 eV
Calculated total energy   -22219.994 eV
SMILES   O[PH2]=S
LUMO   0.6 eV

```
6
Properties=species:S:1:pos:R:3:forces:R:3:lowdin_charge:R:1
O 0.44716 -1.06339 -0.45570 3.3 -0.6 1.2 -0.417
P -0.37477 0.19261 0.06744 1.4 1.0 1.5 0.265
S 0.89870 1.21211 1.26184 -1.8 -0.7 -0.9 0.084
H 1.46309 -0.90877 -0.08925 -3.7 -0.5 -1.1 0.127
H -1.75534 -0.14685 0.34491 1.1 -0.3 0.6 -0.003
H -0.67884 0.71428 -1.12924 -0.3 1.2 -1.3 -0.057
```
Forces are in eV/Å.

***

Record 2
Molecular formula: H3OPS
Method: DFT, ωB97M-V/def2-TZVPD

Values from the calculation:
Energy relative to the best compared isomer or geometry (same formula, charge and spin)   110.3 kJ/mol
HOMO-LUMO gap   10.6 eV
Calculated total energy   -22219.194 eV
SMILES   O=[PH2]S
LUMO   0.5 eV

```
6
Properties=species:S:1:pos:R:3:forces:R:3:lowdin_charge:R:1
O 0.24873 -1.26075 0.70857 0.5 -3.9 2.9 -0.535
P -0.08957 -0.00735 0.09432 -2.1 1.6 -1.3 0.196
S 1.68647 0.43282 -0.74956 0.5 0.3 0.5 0.416
H 1.71962 -0.56665 0.32611 1.0 0.7 -1.2 -0.072
H -0.59546 0.92404 1.05139 0.1 0.2 -0.8 -0.002
H -1.10434 -0.36918 -0.82149 -0.1 1.2 -0.2 -0.004
```
Forces are in eV/Å.

***

Record 3
Molecular formula: H3OS2
Method: DFT, ωB97M-V/def2-TZVPD

Values from the calculation:
Energy relative to the best compared isomer or geometry (same formula, charge and spin)   5.6 kJ/mol
HOMO-LUMO gap   6.3 eV
Calculated total energy   -23768.203 eV
Total charge   -1
LUMO   3.7 eV

```
6
Properties=species:S:1:pos:R:3:forces:R:3:lowdin_charge:R:1
O 1.06941 -0.71063 -1.53444 0.0 -0.2 0.2 -0.159
H 0.68751 0.02636 -2.01608 0.0 0.1 0.2 0.002
S 0.59877 0.12221 1.63524 -0.2 0.2 0.1 -0.353
S -1.34988 0.96120 1.69348 0.5 -0.4 -0.2 -0.087
H 0.88966 -0.52116 -0.57577 0.1 0.1 -0.3 -0.120
H -1.89547 0.12203 0.79757 -0.2 0.1 0.1 -0.283
```
Forces are in eV/Å.

***

Record 4
Molecular formula: H3S3
Method: DFT, ωB97M-V/def2-TZVPD

Values from the calculation:
Energy relative to the best compared isomer or geometry (same formula, charge and spin)   5.9 kJ/mol
HOMO-LUMO gap   6.5 eV
Calculated total energy   -32555.777 eV
Total charge   -1
LUMO   3.6 eV

```
6
Properties=species:S:1:pos:R:3:forces:R:3:lowdin_charge:R:1
S -1.62257 -1.32926 0.51635 0.0 0.2 -0.7 -0.007
H -0.89325 -1.88889 1.46479 0.2 -0.3 0.5 -0.283
S 1.10629 1.70307 0.23476 -0.1 -0.3 0.3 0.227
S -0.14579 -1.21512 -0.97166 -0.3 -0.1 0.1 -0.260
H 1.04174 2.27502 -0.95628 0.0 0.2 -0.4 -0.298
H 0.51359 0.45519 -0.28795 0.3 0.2 0.1 -0.379
```
Forces are in eV/Å.

***

Record 5
Molecular formula: H3S3
Method: DFT, ωB97M-V/def2-TZVPD

Values from the calculation:
Energy relative to the best compared isomer or geometry (same formula, charge and spin)   30.4 kJ/mol
HOMO-LUMO gap   6.6 eV
Calculated total energy   -32555.523 eV
Total charge   -1
LUMO   3.5 eV

```
6
Properties=species:S:1:pos:R:3:forces:R:3:lowdin_charge:R:1
S -0.33922 0.82301 -1.76843 -1.9 -0.3 0.6 -0.021
H -1.57185 1.44171 -1.94669 1.2 -0.2 -0.1 -0.250
S 0.92416 -0.62208 2.05148 1.2 0.3 -0.9 0.175
S -1.23213 -0.66742 -0.45918 0.5 0.5 -1.0 -0.243
H 2.08776 -0.39113 1.32631 -0.9 -0.2 0.8 -0.253
H 0.13127 -0.58409 0.79652 -0.2 -0.1 0.6 -0.408
```
Forces are in eV/Å.

***

The lowest energy relative to the best compared isomer or geometry (same formula, charge and spin) belongs to which entry? H3OS2

***

Repeat the third record exactly.
Molecular formula: H3OS2
Method: DFT, ωB97M-V/def2-TZVPD

Values from the calculation:
Energy relative to the best compared isomer or geometry (same formula, charge and spin)   5.6 kJ/mol
HOMO-LUMO gap   6.3 eV
Calculated total energy   -23768.203 eV
Total charge   -1
LUMO   3.7 eV

```
6
Properties=species:S:1:pos:R:3:forces:R:3:lowdin_charge:R:1
O 1.06941 -0.71063 -1.53444 0.0 -0.2 0.2 -0.159
H 0.68751 0.02636 -2.01608 0.0 0.1 0.2 0.002
S 0.59877 0.12221 1.63524 -0.2 0.2 0.1 -0.353
S -1.34988 0.96120 1.69348 0.5 -0.4 -0.2 -0.087
H 0.88966 -0.52116 -0.57577 0.1 0.1 -0.3 -0.120
H -1.89547 0.12203 0.79757 -0.2 0.1 0.1 -0.283
```
Forces are in eV/Å.